(1)
Density functional theory data (ωB97M-V/def2-TZVPD) for C22H35AlBrCl4CsF2KN2O19S4 as an isolated structure at a distorted geometry.

Structure (ORCA input):
```
! RIJCOSX wB97M-V def2-TZVPD def2/J DEFGRID3
* xyz 1 1
Cs 0.04774 5.80213 -0.04112
Br 0.51052 3.50396 -1.58792
K -3.84737 3.46347 5.50605
Cl 7.67509 -10.30197 -6.40331
Cl 8.01880 -8.12519 -8.29119
Cl 5.44943 -9.45309 -8.05994
Cl 6.39657 -7.74298 -5.91567
S -4.27638 2.27850 -0.57370
S 2.57781 -6.95165 -4.97638
S -5.12095 1.88779 -3.00466
S -7.19543 0.47544 2.50969
Al 2.67498 0.32647 0.74451
F -4.83757 1.88034 0.86523
F -5.09277 3.47863 -3.10238
O 3.26436 -5.65037 -4.93020
O -7.01560 1.84623 2.90643
O 1.15194 -6.73474 -5.25977
O 5.52798 -3.87894 -1.66577
O -2.97038 1.64998 -0.52609
O -6.25543 1.57217 -3.84252
O 2.72023 -7.62253 -3.67662
O -0.06866 -4.74670 -0.89627
O 3.56715 7.72132 5.40837
O -6.83841 -0.47847 3.77614
O -3.83797 1.51364 -3.55712
O -8.78734 0.16704 2.45437
O -4.29056 3.71820 -0.46402
O 1.03139 -4.51005 -3.00317
O 3.17270 -7.78896 -6.02747
O 1.71178 6.50363 5.90938
O 3.30946 6.62593 7.38296
O -0.53113 -6.31313 -2.62129
O -6.59077 -0.08899 1.34442
N -5.37365 1.61109 -1.47489
N -1.43233 3.58427 2.55588
C 4.52130 -4.76891 -0.78790
C 4.59374 7.10586 7.78311
C 0.66050 1.17347 -0.36870
C 6.88487 -8.90603 -7.16783
C 1.18126 6.84648 4.63231
C 3.06442 -2.91237 -2.41263
C 2.93015 7.02274 6.15759
C -1.42862 3.28167 3.89628
C 1.60320 -3.50845 -2.12553
C 0.09207 -5.29867 -2.22860
C 1.32875 1.36524 -1.83663
C -0.16617 3.95188 2.17345
C 0.65209 3.87351 3.27627
C -8.04717 -0.95015 4.37423
C -0.14575 3.45003 4.36285
C 0.57793 -2.23892 -2.20545
C 0.27356 1.32675 -3.06721
C 4.21661 -4.21050 -2.34712
C 0.78586 -1.30826 -3.49728
C -9.06663 -0.98848 3.24539
C -0.34523 -0.12345 -3.39525
C 1.24933 -4.11756 -0.69077
H 1.84948 -4.99534 -0.27035
H 2.23609 0.63870 -1.97731
H -2.33072 2.97074 4.40635
H 0.04417 4.23592 1.15145
H -0.46499 1.40114 -0.37648
H 1.70887 4.09720 3.29641
H -0.82439 -0.04791 -4.44664
H 4.60264 8.19737 7.82078
H 3.23512 -2.53567 -3.47527
H 0.20102 6.37695 4.53914
H 1.79057 -0.75795 -3.53778
H 1.05455 7.92825 4.54484
H -1.09528 -0.39712 -2.57660
H 1.28589 -3.29415 0.10111
H 0.18135 3.28581 5.37959
H 4.27466 -3.99296 0.03291
H 0.85537 1.66872 -4.01118
H 0.83277 0.09273 0.02037
H 4.79519 6.72447 8.78474
H -2.23987 3.54507 1.94691
H 4.19887 -5.02992 -3.23840
H -10.09320 -0.96546 3.61139
H -0.51667 -2.59311 -2.19240
H 0.69381 -1.89967 -4.47636
H 3.42448 -2.18527 -1.59376
H -8.34416 -0.23828 5.14992
H -8.92527 -1.87144 2.61532
H 1.23211 1.86738 0.37919
H -7.89197 -1.93179 4.82369
H 1.82370 6.46573 3.83357
H 5.18303 -5.68244 -0.63080
H 1.81841 2.46826 -1.81731
H 5.37035 6.73590 7.10992
H -0.61880 2.03341 -2.88313
H 0.79150 -1.60360 -1.27640
*
```

The electronic energy is -9467.19891 hartree. The calculation puts the LUMO energy at -7.766 eV. The HOMO energy comes out at -9.34 eV. For the frontier orbital gap, the calculation gives 1.57 eV. For the maximum force, the calculation gives 7.9 eV/Å.

(2)
Density functional theory data (ωB97M-V/def2-TZVPD) for C22H35Be2Cl7FN5O15PS2 as an isolated structure at a distorted geometry.

Structure (ORCA input):
```
! RIJCOSX wB97M-V def2-TZVPD def2/J DEFGRID3
* xyz 1 1
Cl -6.13536 -6.61051 -0.38899
Cl -5.70988 -3.82287 0.10165
Cl -5.24458 -4.90223 -2.53878
Cl 3.18171 5.65092 -1.98980
Cl 3.91407 5.29554 -4.76224
Cl 1.13651 5.78464 -4.05726
Cl -7.94004 -4.66638 -1.52384
S 4.06869 1.60182 -1.34303
S 3.03847 3.44740 3.40836
P -5.41730 -5.73779 3.40353
F 5.76835 -1.82740 1.45800
O 3.73618 2.08111 -2.70548
O -0.62286 2.73079 0.00521
O -2.99958 -0.41738 1.74797
O 3.39785 0.82922 1.67232
O 3.41479 -5.52655 0.71091
O 4.82639 -3.75477 0.75288
O 4.49931 0.24545 -1.20426
O 4.50531 6.59863 -0.67432
O -6.72904 -4.97986 3.54112
O 0.79165 -9.52004 3.18008
O 2.82192 -3.59522 1.70898
O -5.56959 -7.01793 2.58795
O -4.96582 -6.20602 4.77325
O -4.33081 -0.23921 -2.83492
O -4.44164 -4.79008 2.72806
N -4.02140 2.02253 -3.21539
N 1.83545 -8.07997 1.77551
N 0.27812 6.15985 0.04268
N -2.41522 -1.30737 -0.24318
N -0.47364 -8.24894 1.79341
C 4.61447 -2.38442 0.98500
C 5.33202 2.68827 -0.85256
C 1.11421 3.45569 1.46714
C -4.54659 3.40870 -3.02933
C 2.39841 6.08528 1.17866
C 2.86207 1.79508 1.19582
C 3.51924 -2.40247 2.03585
C 2.64606 5.03446 -3.55656
C 2.73333 1.98990 -0.29070
C 0.72224 -8.67513 2.30767
C 0.55575 2.87835 0.21660
C 2.24431 2.91113 1.96160
C 3.65905 -4.41550 1.02598
C -1.38667 -0.30102 -0.39592
C -6.26532 -5.00937 -1.08205
C -4.69580 0.81689 -2.47188
C 0.96751 5.70128 1.00535
C -5.63181 1.14231 -1.36650
C -2.59853 -2.29818 -1.28822
C 1.60266 2.48936 -0.78216
C 0.42107 4.66914 1.99844
C -3.15346 -1.26752 0.89057
Be 5.29247 2.45587 -3.54620
Be 5.72351 -1.77820 4.10469
H 4.09868 2.65030 3.27131
H 6.01796 2.52139 -1.67994
H 4.98542 3.72675 -0.85751
H -3.03225 1.96600 -2.95174
H -3.39527 -2.98965 -1.02955
H -3.89894 -2.07172 0.95012
H -0.67059 5.78390 0.06131
H 2.72182 -8.37173 2.14097
H 0.68750 4.88617 3.03171
H 2.65139 6.90216 0.51473
H 2.86685 -1.53716 1.99630
H 5.19537 7.18384 -1.01829
H -5.57632 3.44179 -3.37087
H -1.80587 0.70634 -0.39749
H 1.45338 2.66062 -1.84024
H -6.25940 0.26948 -1.20342
H 3.93386 -2.48808 3.06226
H -4.01096 1.74046 -4.19980
H -0.65921 4.58955 1.88760
H 1.81593 -7.37956 1.05918
H 2.48343 3.96905 -3.46523
H -1.30725 -8.66045 2.17028
H -6.25900 2.00453 -1.58235
H -3.94071 4.08838 -3.62197
H 2.60729 6.38883 2.20655
H -1.67747 -2.85833 -1.45321
H -4.47671 3.67088 -1.97857
H 5.74279 2.45505 0.12792
H 4.34977 -1.88640 0.05359
H -0.55153 -7.55215 1.07869
H -0.85330 -0.47659 -1.33087
H 3.07425 5.25869 0.95082
H -2.90301 -1.76212 -2.18243
H -0.68338 -0.36076 0.43773
H -5.05274 1.34326 -0.45921
*
```

The electronic energy is -6749.24289 hartree. The calculation puts the LUMO energy at -8.363 eV. The HOMO energy comes out at -9.30 eV. For the frontier orbital gap, the calculation gives 0.94 eV. For the maximum force, the calculation gives 2.6 eV/Å.

(3)
Density functional theory data (ωB97M-V/def2-TZVPD) for C22H35Cl2NO2W as an isolated structure at a distorted geometry.

Structure (ORCA input):
```
! RIJCOSX wB97M-V def2-TZVPD def2/J DEFGRID3
* xyz -2 3
W 0.09934 -0.66192 -1.09837
Cl 2.25011 -1.47388 -0.59397
Cl 2.64585 1.71294 -1.04356
O -0.89813 -2.28007 -0.52671
O -1.18935 0.72311 -0.57338
N 0.31638 -0.51940 1.51785
C 0.00939 3.15059 1.66109
C 0.01650 4.31379 0.71247
C -0.05988 0.99827 3.45298
C 0.22715 0.71789 2.07386
C 1.76877 -1.43326 3.27882
C -1.17323 -1.31726 -3.05844
C 0.80154 -3.00039 1.68257
C -0.59630 2.57589 5.35567
C 0.61724 -3.19633 -3.18937
C -0.33723 2.28391 3.90135
C -0.35879 3.34421 2.99485
C -0.73809 -1.98235 3.20707
C 0.18759 0.55479 -3.12466
C 0.58607 1.97918 -3.24050
C -1.17199 0.09979 -3.08962
C 0.39799 1.88411 1.26953
C 2.46975 -0.58061 -3.58100
C -2.37337 0.97299 -3.16040
C -2.38480 -2.17688 -3.14019
C 1.03090 -0.60143 -3.21335
C 0.53642 -1.68380 2.40661
C 0.19682 -1.77030 -3.09880
H 1.58680 -3.36676 -2.70932
H 0.69664 -3.50172 -4.24205
H -0.03174 -3.28010 1.03385
H -1.54836 3.11680 5.47886
H -0.15277 2.63547 -2.76918
H 2.57329 -0.30199 -4.63790
H 2.93384 -1.55977 -3.44128
H -3.23225 -1.71376 -2.61730
H -0.08686 0.18254 4.18328
H 1.54872 2.14048 -2.69651
H 1.64052 -0.62253 3.99747
H -1.24394 -1.09821 3.59686
H 2.61720 -1.17630 2.63158
H -2.68740 -2.32472 -4.18788
H -2.67665 1.14043 -4.20480
H -1.76976 -2.05672 -0.13710
H 0.82589 5.01525 0.96746
H 0.93458 -3.78032 2.44452
H -2.20295 -3.16517 -2.70515
H -2.18004 1.95475 -2.71304
H 1.70481 -2.95108 1.07110
H 2.99463 0.17258 -2.98035
H -3.21850 0.50665 -2.64124
H -0.61783 4.35375 3.33256
H -0.49570 -2.64688 4.04589
H -0.93550 4.85996 0.79117
H 0.73305 2.27808 -4.28600
H -1.69063 0.55901 0.24155
H -1.46348 -2.48909 2.55667
H 0.92925 1.79883 0.31467
H 2.01821 -2.33924 3.84275
H -0.62239 1.65885 5.95454
H 0.16553 3.98296 -0.32550
H -0.12424 -3.84917 -2.71187
H 0.20130 3.23361 5.73927
*
```

The electronic energy is -2052.04411 hartree. The calculation puts the LUMO energy (alpha / beta) at 4.776 / 4.744 eV. The HOMO energy (alpha / beta) comes out at 0.39 / -0.14 eV. For the frontier orbital gap (alpha / beta), the calculation gives 4.38 / 4.89 eV. For the maximum force, the calculation gives 2.1 eV/Å.

(4)
Density functional theory data (ωB97M-V/def2-TZVPD) for C22H35FeNO2P2S2 as an isolated structure at a distorted geometry.

Structure (ORCA input):
```
! RIJCOSX wB97M-V def2-TZVPD def2/J DEFGRID3
* xyz 0 5
Fe 1.89405 -1.36917 -3.38175
S -0.45142 -0.01894 3.08907
S 0.84037 1.63464 -0.43607
P 2.44521 0.08327 -0.06594
P -0.47681 -1.99646 -2.06643
O -1.34407 -1.14508 3.19344
O 0.58845 0.13556 4.10828
N 0.11687 0.11890 1.52788
C 2.79696 -4.35637 -4.23324
C 1.47363 -2.35636 -1.50415
C -2.92931 3.15628 3.44262
C 1.67098 -2.17010 -4.94049
C 2.86142 -0.09422 1.67242
C -1.50809 -1.07128 -0.85090
C 3.82090 -0.91106 -5.13292
C -1.28923 1.53532 2.92325
C 2.84381 -1.83269 -5.85706
C -0.00427 1.35495 1.02747
C 2.42318 -1.75475 -0.45528
C 4.19120 -3.64385 -3.91942
C -1.62538 3.35347 1.38114
C -0.93363 2.19198 1.74114
C -2.60811 3.82336 2.25310
C -1.03024 -3.68636 -1.73898
C 3.83129 1.04260 -0.70948
C -2.22454 2.01138 3.81384
C 4.13950 -2.38252 -3.13910
C 3.81358 -1.12021 -3.63940
C 1.62647 -3.47148 -4.35043
C -1.42128 -1.35019 -3.54522
H 3.51101 -1.95817 -0.65004
H -1.50649 -2.07270 -4.36373
H 0.71387 -1.69167 -5.21474
H 2.96374 -4.97227 -5.14336
H -0.98393 -0.41372 -3.92514
H 3.79281 -0.22513 -3.00507
H 4.83864 -1.11686 -5.50932
H -0.80954 -0.83992 -0.04654
H -3.69833 3.51580 4.10739
H -2.43234 -1.12117 -3.19478
H -1.09125 -4.27803 -2.65731
H 4.75884 -4.42259 -3.38194
H 2.58785 -5.08863 -3.43239
H 2.87974 -1.15553 1.89638
H -1.36678 3.81290 0.43644
H 2.47720 -1.31939 -6.76501
H 3.59456 1.51931 -1.65329
H 4.67536 0.35671 -0.80140
H 3.35705 -2.73757 -6.20057
H -3.14924 4.71301 1.98493
H 0.65728 -3.94355 -4.13874
H 3.55774 0.13393 -5.31189
H 2.16060 -2.19133 0.52377
H 1.55820 -3.45781 -1.30002
H 4.04313 1.82091 0.03035
H 2.09250 0.33778 2.32420
H -1.85808 -0.15050 -1.35434
H -2.35828 1.46018 4.74184
H -2.41466 -1.56625 -0.44570
H -0.32453 -4.14782 -1.03794
H 3.78468 0.42385 1.86773
H 2.05122 -2.63894 -2.43740
H -2.00654 -3.58514 -1.25524
H 4.47609 -2.49444 -2.10769
H 4.69097 -3.49851 -4.88423
*
```

The electronic energy is -3806.89018 hartree. The calculation puts the LUMO energy (alpha / beta) at -0.400 / -0.230 eV. The HOMO energy (alpha / beta) comes out at -5.26 / -6.28 eV. For the frontier orbital gap (alpha / beta), the calculation gives 4.87 / 6.05 eV. For the maximum force, the calculation gives 4.9 eV/Å.

(5)
Density functional theory data (ωB97M-V/def2-TZVPD) for C22H35MnN2O4PSeSi as an isolated structure at a distorted geometry.

Structure (ORCA input):
```
! RIJCOSX wB97M-V def2-TZVPD def2/J DEFGRID3
* xyz 0 6
Se 7.05070 8.30301 15.18871
Mn 4.51147 7.80672 14.78868
P 2.68829 6.73432 16.35029
Si 8.41837 9.25411 13.61232
O 3.76038 11.37365 12.61815
O 3.96142 9.92742 14.33338
O 4.82896 9.66026 8.60291
O 4.78375 11.25272 10.17946
N 4.14152 7.84567 12.70060
N 4.27780 6.94093 11.67314
C 3.94599 10.19481 13.05429
C 4.68143 10.00482 9.73873
C 10.06460 8.98855 14.34658
C 2.43358 4.43428 18.17444
C 4.33765 6.08915 18.56710
C 1.82018 8.23237 17.34247
C -0.91932 4.78268 14.14510
C 1.08860 6.19743 14.15404
C 0.95155 9.00921 16.34306
C 8.02049 8.26883 12.03606
C 0.36504 5.16618 16.15376
C 4.13174 9.07129 12.16840
C 3.46596 5.43657 17.49092
C 7.86717 11.06944 13.36320
C 4.46568 7.63112 10.50036
C 1.33422 5.95155 15.52163
C 4.42933 4.60550 16.70695
C 4.41746 8.99391 10.76775
C 1.18244 7.56996 18.57210
C -0.70442 4.60475 15.52880
C 2.96703 9.14485 17.88413
C 0.05905 5.53778 13.44577
H 3.83294 4.18688 15.79301
H -0.05114 5.68767 12.39480
H 1.95768 3.77862 17.43990
H 10.81324 9.09616 13.53010
H 1.61327 9.43231 15.52748
H 4.81563 5.32694 19.14614
H -1.33249 3.93763 16.12329
H 10.14825 7.98171 14.72981
H 5.12129 6.68970 18.19108
H 2.89985 3.83371 19.02950
H 1.65298 4.97309 18.70909
H 3.64888 9.43368 17.10508
H 8.03950 7.18780 12.17431
H 8.08973 11.45498 12.37364
H 10.34274 9.68142 15.08653
H 4.87003 3.83049 17.32717
H 8.53798 8.64639 11.13807
H 5.28826 5.20113 16.32931
H 2.57512 10.02871 18.35959
H 4.03413 5.96694 11.76661
H 1.70860 6.91077 13.60841
H 0.85040 8.45611 19.15475
H 1.89344 7.02130 19.15612
H 3.64422 6.64444 19.29990
H 4.23939 11.36383 11.02116
H 6.81958 11.18631 13.64042
H 6.94859 8.49263 11.75808
H 4.63035 7.23796 9.48321
H 3.55428 8.69283 18.63039
H 0.45482 4.96860 17.18200
H 0.34905 6.89604 18.40302
H -1.85089 4.55420 13.65760
H 0.58821 9.96523 16.88293
H 8.45903 11.58769 14.16893
H 0.23696 8.42499 15.87311
*
```

The electronic energy is -5453.13186 hartree. The calculation puts the LUMO energy (alpha / beta) at -0.166 / -0.269 eV. The HOMO energy (alpha / beta) comes out at -7.31 / -7.38 eV. For the frontier orbital gap (alpha / beta), the calculation gives 7.15 / 7.11 eV. For the maximum force, the calculation gives 4.9 eV/Å.

(6)
Density functional theory data (ωB97M-V/def2-TZVPD) for C22H35N2O3PS5Si2Yb as an isolated structure at a distorted geometry.

Structure (ORCA input):
```
! RIJCOSX wB97M-V def2-TZVPD def2/J DEFGRID3
* xyz -2 1
Yb -0.40063 -0.18864 0.15976
S -0.12765 3.01452 -6.91296
S -3.28988 0.36135 0.06973
S -4.28632 -0.30798 -3.10940
S 2.10633 -1.58667 -2.09775
S 1.01628 -2.74683 0.47588
P -3.44946 -0.83487 -1.44786
Si 2.15233 1.02849 1.57825
Si -0.89715 0.37376 3.19427
O -4.14116 -2.24607 -0.96999
O -1.89079 -1.26306 -1.71346
O 3.49963 -2.68579 -0.06864
N 0.09120 1.89030 -1.59402
N 0.21410 0.52814 -6.49579
C 0.02425 1.69673 -5.90860
C 0.80133 3.82299 5.08318
C -2.58553 1.15424 3.61480
C 2.10265 3.83776 4.60228
C 2.50831 2.90852 3.67729
C -1.99309 -3.01949 -3.45068
C -1.47554 -1.68312 -3.08642
C 0.01178 2.73789 4.75304
C -3.79541 -2.85077 0.29049
C 2.26353 -2.31300 -0.58874
C 1.18533 1.79784 -2.32876
C 1.19460 1.67347 -3.70331
C -4.42123 -4.22834 0.32351
C 3.42216 2.28100 0.74893
C 4.72525 -2.24587 -0.57503
C -0.00017 1.78399 -4.44081
C 1.65391 1.86378 3.19104
C 3.38754 -0.17483 2.45884
C -0.84743 -0.88726 4.66629
C -1.13971 2.00384 -3.66622
C -1.05686 1.96740 -2.25096
C 0.36148 1.78758 3.75236
H 2.17021 1.68863 -1.82843
H -3.42972 0.59435 3.09276
H -2.74077 2.19595 3.40946
H -5.51098 -4.18991 0.19068
H 3.91954 1.71549 -0.08426
H 2.81076 4.57095 4.90965
H -2.70093 -3.07650 0.32940
H 2.83914 -0.88040 3.07372
H -4.01605 -4.82279 -0.54678
H -0.36634 -1.59036 -3.12242
H 5.48923 -2.55146 0.12676
H -1.94385 -0.91772 -3.77051
H -1.66126 -3.80719 -2.76778
H -0.77354 -0.62370 5.72327
H 3.50124 3.03187 3.27553
H -4.10143 -4.78013 1.18943
H 0.46632 4.51684 5.82418
H -3.08506 -3.03325 -3.53788
H 5.01356 -2.54492 -1.61350
H -0.02209 -1.59498 4.56409
H -1.97771 2.05216 -1.71112
H -1.78743 -1.34951 4.48812
H -1.58896 -3.23690 -4.43345
H 0.32240 -0.27872 -5.87982
H 3.95493 -0.75963 1.72976
H 2.17640 1.52731 -4.18288
H 4.22060 2.76893 1.30455
H 4.19707 0.28125 3.02823
H 2.86194 3.05757 0.24547
H -2.71815 1.03503 4.69209
H 4.70176 -1.12653 -0.61415
H -1.00224 2.61162 5.15653
H -2.16624 2.11800 -4.01759
H 0.17715 0.36161 -7.54822
H -4.15345 -2.21398 1.07457
*
```

The electronic energy is -5264.67256 hartree. The calculation puts the LUMO energy at 3.748 eV. The HOMO energy comes out at -0.52 eV. For the frontier orbital gap, the calculation gives 4.26 eV. For the maximum force, the calculation gives 2.5 eV/Å.